155
Properties=species:S:1:pos:R:3:forces:R:3 method="wB97M-V/def2-TZVPD" e_homo_ev=-11.003 orbital_gap_ev=5.475 energy_ev=-170103.7439 charge=+1
C -2.648 1.903 3.196 0.2635 -0.2691 -0.6843
C -2.430 1.640 1.601 -0.5882 0.1321 0.7702
C -1.462 2.772 1.027 -0.9155 0.1680 1.5491
N -1.067 2.667 -0.396 2.4327 -0.6800 -0.1695
C 0.249 2.137 -0.646 0.8409 -1.3785 -0.2677
C 0.583 0.590 -0.666 2.2183 0.5626 -0.1707
C -0.549 -0.547 -0.474 -0.6863 0.1557 -1.9308
C -1.905 -0.217 -1.299 -3.1193 1.0225 -2.2607
C -3.319 -0.520 -0.733 0.2227 0.7105 -1.7604
C -4.658 -0.249 -1.449 3.6427 0.7982 -1.5835
C -4.628 0.389 -2.863 2.4151 -0.7375 1.9859
C -6.036 0.698 -3.556 0.2041 -0.6210 0.7335
C -3.236 0.668 -3.484 -0.2075 -0.8629 2.4638
C -1.872 0.383 -2.755 -3.6713 -0.7053 1.8897
C 2.070 0.084 -0.879 -1.6666 5.9218 -0.7097
S 2.554 -1.699 -0.845 3.1110 -4.2226 6.9595
O 1.732 -2.520 0.147 0.5928 3.0371 -3.7717
O 3.982 -1.942 -0.379 -3.4453 1.9670 -2.7602
C 2.440 -2.490 -2.535 -2.4127 -0.9535 -2.4405
F 1.211 -2.017 -3.121 2.6424 -0.8892 1.2831
F 2.311 -3.906 -2.479 0.7591 3.8278 0.4042
C 3.603 -2.081 -3.559 1.0225 -0.5676 -3.0984
F 3.476 -0.723 -3.982 0.5478 -3.4933 1.7239
F 3.371 -2.851 -4.746 0.5032 1.8276 2.9988
F 4.902 -2.411 -3.142 -3.4294 1.2741 -0.7993
C 3.114 1.244 -1.126 -1.9383 0.5432 0.4278
I 5.246 0.889 -1.546 -2.0056 0.4012 0.4754
C 2.687 2.771 -1.094 -0.9309 -2.8225 0.3195
Cl 4.000 4.032 -1.334 -2.6113 -2.0910 0.5768
N 1.283 3.152 -0.875 1.9752 -2.6279 -0.5192
C 0.998 4.630 -0.908 -0.9960 1.7103 -0.1737
B 1.268 5.371 0.552 0.6948 1.1019 1.9312
O 1.194 4.615 1.807 1.2937 1.1823 -3.1022
O 1.618 6.783 0.673 -1.8916 -2.8166 -1.0118
H -1.775 1.429 3.779 -1.4268 1.0926 -1.0756
H -3.590 1.352 3.554 1.4692 1.1290 -0.6144
H -2.708 3.019 3.426 -0.0642 -1.4549 -0.3220
H -2.036 0.573 1.522 -0.2542 1.5773 -0.1178
H -3.442 1.643 1.038 1.6474 0.1635 0.8861
H -2.020 3.778 1.159 0.9801 -1.5434 -0.1153
H -0.527 2.801 1.681 -1.1832 0.1194 -1.0153
H -1.793 2.402 -1.062 0.3561 -0.3885 0.2903
H -0.175 -1.506 -1.002 -0.3258 1.7178 1.0419
H -0.741 -0.820 0.614 0.2867 0.6246 -1.4165
H -3.363 -0.992 0.318 0.0445 0.8221 -1.8851
H -5.646 -0.523 -0.925 1.8072 0.5239 -0.9803
H -5.956 1.074 -4.633 -0.0345 -0.6094 1.6335
H -6.634 -0.292 -3.511 0.9752 1.5964 -0.3973
H -6.654 1.437 -2.916 1.2245 -1.0122 -1.0812
H -3.237 1.132 -4.539 0.1994 -0.8728 1.8958
H -0.904 0.647 -3.292 -1.4128 -0.4735 0.8227
H -0.114 4.869 -1.130 1.6122 -1.0883 0.3324
H 1.564 5.168 -1.762 -0.6379 -1.3453 1.4221
H 2.113 4.274 1.909 -0.4569 -0.1459 0.5780
H 1.186 7.316 -0.031 0.7567 -0.3458 0.4273
C -0.842 -4.203 0.265 0.6102 0.5264 0.4181
C -0.625 -5.314 -0.717 0.7453 -0.2710 -0.3254
O -1.878 -5.987 -0.718 -0.5151 0.4271 0.2033
C -2.815 -5.090 -0.305 -0.9143 -0.1920 0.0636
O -3.998 -5.276 -0.350 0.9037 0.1181 0.0568
O -2.237 -3.953 0.165 -0.3963 -0.4747 -0.2924
H -0.269 -3.310 0.017 -0.2875 -0.1918 0.1348
H -0.610 -4.500 1.292 -0.0108 -0.0055 -0.0666
H -0.421 -4.945 -1.727 -0.0440 -0.0037 0.0383
H 0.179 -5.986 -0.416 -0.2227 -0.0767 -0.0569
C -4.536 -5.179 -3.457 0.5738 -0.2553 0.6914
C -5.827 -5.824 -3.858 -0.2686 -0.8660 0.2290
O -6.557 -4.746 -4.432 0.4217 0.6166 -0.2407
C -5.648 -3.823 -4.848 -0.1459 0.5504 -0.3991
O -5.913 -2.868 -5.524 0.1380 -0.5883 0.4536
O -4.400 -4.121 -4.398 -0.6114 0.2511 -0.4666
H -3.690 -5.865 -3.519 -0.0039 0.1892 -0.0972
H -4.576 -4.754 -2.452 -0.0611 -0.0611 -0.1470
H -5.690 -6.602 -4.614 -0.0190 0.0821 0.0133
H -6.363 -6.248 -3.007 -0.0817 0.1684 -0.1430
C 1.477 8.260 4.256 0.6506 0.3288 -0.3752
C 0.492 7.224 3.808 0.0299 -0.4717 -0.7554
O -0.164 6.861 5.015 0.0964 0.3782 0.3639
C -0.029 7.908 5.875 -0.5394 0.1872 1.0683
O -0.605 8.002 6.921 0.4623 -0.1114 -0.8789
O 0.844 8.835 5.391 -0.4267 -0.3962 0.1609
H 1.665 9.016 3.492 -0.0514 0.0528 0.2211
H 2.431 7.824 4.567 -0.0721 -0.0003 -0.0062
H -0.250 7.625 3.110 0.0223 0.0388 0.0547
H 0.975 6.362 3.350 -0.1971 0.0116 0.2081
C 2.552 0.320 4.449 -0.0992 -0.9344 0.3373
C 1.981 1.499 5.176 -0.6424 -0.0762 0.7214
O 2.760 2.584 4.685 0.4438 -0.0965 -0.8437
C 3.248 2.210 3.474 0.2391 0.3225 -0.0992
O 3.808 2.952 2.711 -0.6372 -0.3386 0.1792
O 3.023 0.891 3.234 0.1362 0.8339 -0.1493
H 1.804 -0.450 4.253 0.1335 0.0985 -0.1698
H 3.396 -0.131 4.978 -0.0327 0.0658 -0.0671
H 0.931 1.677 4.928 0.0710 0.0107 -0.0083
H 2.079 1.409 6.258 0.0772 0.2031 -0.1343
C 6.797 -5.385 -2.745 -0.4213 0.2710 0.7263
C 6.260 -5.794 -4.083 -0.7753 -0.1028 -0.2944
O 7.418 -5.788 -4.907 0.4225 0.0281 0.3995
C 8.493 -5.954 -4.089 1.1490 -0.2651 -0.5712
O 9.608 -6.161 -4.471 -0.9332 0.2152 0.4056
O 8.136 -5.855 -2.777 0.0496 -0.0662 -0.5139
H 6.246 -5.839 -1.919 0.2263 -0.0098 -0.0051
H 6.807 -4.299 -2.611 0.0078 -0.0489 -0.0329
H 5.837 -6.803 -4.074 0.0504 0.0541 0.0174
H 5.510 -5.098 -4.462 0.1782 -0.0571 -0.1362
C -5.328 -0.341 6.624 -0.9975 0.2511 0.3450
C -4.614 -1.569 7.098 -0.2860 -0.5622 0.6783
O -3.590 -1.737 6.125 0.1946 0.6920 -0.4712
C -3.366 -0.519 5.564 0.6247 -0.0877 -0.3247
O -2.452 -0.270 4.826 -0.6193 -0.7782 0.9518
O -4.309 0.384 5.947 0.6948 -0.3532 -0.2757
H -5.741 0.244 7.447 0.1045 0.0875 -0.1657
H -6.129 -0.571 5.915 0.0776 0.0049 0.0221
H -4.151 -1.431 8.080 -0.0046 0.0093 -0.0879
H -5.266 -2.443 7.134 0.2136 0.0119 -0.1174
C 9.194 4.361 -4.024 0.7574 0.2841 -0.4510
C 8.190 3.345 -4.475 -0.0194 -0.3794 -0.8738
O 7.550 2.968 -3.262 0.0457 0.3392 0.4847
C 7.711 4.000 -2.388 -0.2256 0.3157 0.8315
O 7.152 4.082 -1.330 0.2791 -0.1041 -0.8255
O 8.585 4.923 -2.869 -0.5964 -0.4962 0.2879
H 9.378 5.128 -4.778 -0.0586 0.0458 0.2320
H 10.148 3.910 -3.737 -0.0831 0.0206 0.0061
H 7.442 3.766 -5.153 0.0354 -0.0083 0.0741
H 8.656 2.482 -4.953 -0.1526 -0.0147 0.1791
C -8.004 -1.377 -8.591 0.5212 -0.5073 -0.3859
C -8.645 -1.517 -7.245 0.0888 -0.7610 0.6678
O -9.080 -0.195 -6.957 0.0031 0.3608 -0.5239
C -9.225 0.447 -8.149 -0.5261 1.0040 -0.1312
O -9.736 1.522 -8.279 0.4470 -0.8595 0.1118
O -8.714 -0.291 -9.172 -0.2702 0.3011 0.4208
H -8.107 -2.277 -9.198 -0.0589 0.2125 -0.0762
H -6.945 -1.112 -8.526 -0.0643 -0.0077 0.0325
H -9.515 -2.180 -7.262 0.0215 0.0715 -0.0518
H -7.945 -1.870 -6.486 -0.1092 0.1614 -0.0086
C 11.165 -4.802 0.245 0.5296 0.4684 -0.4122
C 10.127 -5.773 -0.231 -0.2265 -0.1791 -0.7978
O 9.909 -6.594 0.907 0.2211 0.3128 0.4797
C 10.273 -5.869 2.000 -0.2080 -0.3778 1.1173
O 10.061 -6.199 3.131 0.1547 0.3016 -0.9352
O 10.909 -4.719 1.640 -0.3256 -0.4094 0.1361
H 11.068 -3.823 -0.227 0.0179 -0.0266 0.2232
H 12.183 -5.170 0.094 -0.0719 -0.0005 0.0151
H 9.187 -5.283 -0.499 0.0892 -0.0308 0.0293
H 10.470 -6.367 -1.079 -0.1469 -0.0650 0.1570
C -5.987 3.273 8.021 0.9106 -0.0320 -0.2855
C -6.821 4.510 8.159 0.1962 0.8554 -0.0651
O -8.145 3.997 8.219 0.1071 -0.6499 0.1270
C -8.057 2.711 8.656 -1.1952 -0.5210 0.3450
O -8.995 2.041 8.977 0.8610 0.4997 -0.3014
O -6.762 2.284 8.681 -0.4448 0.1024 0.0406
H -5.008 3.375 8.491 -0.1306 -0.1626 0.0314
H -5.850 2.975 6.976 -0.0162 0.0357 0.0302
H -6.610 5.056 9.083 -0.0125 -0.0624 -0.0488
H -6.705 5.188 7.312 -0.2044 -0.0733 0.0817